[1]
The following is a quantum chemistry calculation of a 6-piece molecular cluster, C34H39ClNO2S2 overall in a non-equilibrium geometry, from the Open Molecules 2025 dataset.

The charge is +1.

Last column: Mulliken charge in e.
Cartesian coordinates (Å):
C: 4.046568 -4.279271 -0.299072  -1.18
C: 4.034499 -2.784382 -0.287307  1.01
N: 4.636979 -2.027730 -1.088014  -0.68
C: 3.292311 -1.981897 0.773245  -1.04
S: 1.598738 -2.348674 1.243820  0.18
Cl: 1.470825 -4.222020 1.855552  -0.08
S: 0.482091 -2.244493 -0.718457  1.18
C: -0.526154 -3.674276 -0.706639  -1.06
O: -0.314961 -1.087639 -0.516764  -0.39
O: 1.489499 -2.293951 -1.718994  -0.50
H: 4.945976 -4.619576 -0.817215  0.43
H: 4.038502 -4.741017 0.689744  0.18
H: 3.182672 -4.656734 -0.859010  0.30
H: 5.200926 -2.548576 -1.761021  0.32
H: 3.177978 -0.962633 0.372525  0.54
H: 3.820092 -1.910556 1.732016  0.52
H: 0.061825 -4.583787 -0.587848  0.40
H: -1.250171 -3.568185 0.103474  0.43
H: -1.020861 -3.641950 -1.681700  0.41
C: 0.058613 0.357454 -3.568736  -0.15
C: -0.998215 1.241934 -3.401505  -0.45
C: -1.542669 1.886906 -4.502399  -0.51
C: -1.032592 1.643422 -5.770426  -0.51
C: 0.021101 0.754974 -5.937468  -0.37
C: 0.568712 0.111927 -4.835664  -0.59
H: 0.475115 -0.135319 -2.702176  0.40
H: -1.392838 1.431946 -2.410401  0.47
H: -2.359981 2.584397 -4.372110  0.48
H: -1.455356 2.149135 -6.628566  0.41
H: 0.417494 0.566739 -6.926584  0.38
H: 1.395607 -0.575234 -4.964722  0.39
C: -0.346868 0.936348 2.339362  0.25
C: 0.015869 1.979972 3.178250  -0.53
C: -0.855955 3.043247 3.368463  -0.36
C: -2.084785 3.058926 2.722595  -0.72
C: -2.443594 2.013107 1.883785  -0.52
C: -1.574113 0.949288 1.689823  -0.25
H: 0.332081 0.104874 2.185110  0.04
H: 0.972874 1.968266 3.683813  0.38
H: -0.576699 3.860935 4.019398  0.38
H: -2.764116 3.887443 2.872817  0.41
H: -3.401543 2.027911 1.381062  0.50
H: -1.852785 0.139051 1.030728  0.46
C: -1.221149 7.700771 -4.193064  -0.37
C: -0.572499 6.496269 -4.427246  -0.52
C: -0.973086 5.350923 -3.753419  -0.20
C: -2.023227 5.410320 -2.847794  -0.29
C: -2.673231 6.614284 -2.614538  -0.48
C: -2.270573 7.759934 -3.286479  -0.37
H: -0.909334 8.594405 -4.717862  0.36
H: 0.244150 6.449684 -5.136068  0.37
H: -0.465255 4.411746 -3.931210  0.38
H: -2.335320 4.516228 -2.321184  0.41
H: -3.493220 6.660604 -1.909455  0.36
H: -2.775133 8.699716 -3.103722  0.36
C: 8.069619 -6.228335 4.275018  -0.45
C: 8.160392 -5.345063 3.208358  -0.44
C: 7.013504 -4.746899 2.706855  -0.33
C: 5.780248 -5.030143 3.277606  0.08
C: 5.687615 -5.911800 4.344666  -0.60
C: 6.834894 -6.512628 4.842002  -0.33
H: 8.963402 -6.695834 4.665962  0.37
H: 9.123731 -5.122626 2.769235  0.37
H: 7.085577 -4.059444 1.872422  0.36
H: 4.887060 -4.559793 2.881048  0.28
H: 4.726121 -6.130591 4.791421  0.34
H: 6.766704 -7.201911 5.672962  0.37
C: -5.814042 0.597761 2.534655  -0.17
C: -6.171468 0.941440 1.237871  -0.32
C: -7.488381 1.264457 0.941689  -0.47
C: -8.447358 1.246848 1.944513  -0.39
C: -8.090420 0.904107 3.241263  -0.33
C: -6.774374 0.577368 3.536470  -0.54
H: -4.786223 0.346602 2.766010  0.40
H: -5.424263 0.958283 0.453217  0.40
H: -7.767469 1.530092 -0.069661  0.36
H: -9.473805 1.501354 1.715358  0.36
H: -8.838844 0.892735 4.022730  0.36
H: -6.497040 0.308827 4.547599  0.36

Atomic forces in eV per Å
0.1 -0.3 -0.1
0.0 0.0 0.1
0.2 0.1 -0.2
0.0 0.1 -0.1
-0.2 0.5 0.5
0.1 -0.4 0.1
-0.3 0.4 -1.0
-0.1 -0.3 0.4
0.1 -0.1 0.4
0.2 -0.3 0.2
-0.1 0.0 0.0
0.0 0.1 0.0
0.0 0.0 0.1
0.0 0.0 0.0
0.0 -0.1 0.2
0.0 -0.1 -0.1
0.0 0.1 -0.2
0.0 0.0 -0.1
0.0 0.0 0.0
-0.1 0.0 0.0
0.0 0.0 0.0
0.0 0.0 0.0
0.0 0.0 0.0
0.0 0.0 0.0
0.0 0.0 0.0
0.1 0.1 -0.1
0.0 0.0 0.0
0.0 0.0 0.0
0.0 0.0 0.0
0.0 0.0 0.0
0.0 0.0 0.0
0.0 0.0 -0.1
0.0 0.0 0.0
0.0 0.0 0.0
0.0 0.0 0.0
0.0 0.0 0.0
0.0 0.1 0.1
0.0 0.0 0.0
0.0 0.0 0.0
0.0 0.0 0.0
0.0 0.0 0.0
0.0 0.0 0.0
0.0 0.0 0.0
0.0 0.0 0.0
0.0 0.0 0.0
0.0 0.0 0.0
0.0 0.0 0.0
0.0 0.0 0.0
0.0 0.0 0.0
0.0 0.0 0.0
0.0 0.0 0.0
0.0 0.0 0.0
0.0 0.0 0.0
0.0 0.0 0.0
0.0 0.0 0.0
0.0 0.0 0.0
0.0 0.0 0.0
0.0 0.0 0.0
0.0 0.0 -0.1
0.0 0.0 0.0
0.0 0.0 0.0
0.0 0.0 0.0
0.0 0.0 0.0
0.0 0.0 0.0
-0.1 0.0 0.1
0.0 0.0 0.0
0.0 0.0 0.0
0.0 0.0 0.0
0.0 0.0 0.0
0.0 0.0 0.0
0.0 0.0 0.0
0.0 0.0 0.0
0.0 0.0 0.0
0.0 0.0 0.0
0.0 0.0 0.0
0.0 0.0 0.0
0.0 0.0 0.0
0.0 0.0 0.0
0.0 0.0 0.0



[2]
The following is a quantum chemistry calculation of C34H39HgN5O3P2S as an isolated structure in a non-equilibrium geometry, from the Open Molecules 2025 dataset.

Last column: Mulliken charge in e.
Cartesian coordinates (Å):
Hg: 1.514360 4.646421 -1.423203  0.74
C: 2.029108 -1.713381 -0.671077  -1.12
C: 2.593881 -0.500210 -0.668132  -0.31
C: 3.138564 0.184022 -1.888350  -0.05
C: 2.113035 1.049651 -2.659320  1.93
C: 1.090282 0.355692 -3.531619  -0.57
C: 0.939017 -0.963467 -3.685258  -0.43
C: 1.954213 -1.978542 -3.323557  -0.77
C: 1.710320 -2.538511 -1.879638  -0.61
C: 0.265346 3.069084 -0.381039  -1.02
H: 1.738034 -2.186028 0.282014  0.56
H: 2.715599 0.039491 0.283679  0.38
H: 3.629297 -0.507052 -2.578912  -0.06
H: 3.919523 0.848451 -1.514127  -0.16
H: 1.545690 1.576219 -1.863948  -0.81
H: 2.665126 1.810332 -3.260994  -0.07
H: 0.345956 1.050949 -3.969753  0.31
H: 0.016632 -1.343953 -4.155841  0.35
H: 2.969019 -1.571722 -3.455923  0.24
H: 1.857623 -2.874658 -3.957181  0.44
H: 0.642417 -2.819734 -1.764089  0.33
H: 2.230744 -3.513431 -1.777850  0.41
H: 0.869269 2.499352 0.345233  0.39
H: -0.362307 2.346517 -0.979746  0.38
H: -0.425684 3.680647 0.241403  0.42
P: 3.432417 5.196992 -4.713727  0.24
P: 5.576529 4.959837 -2.354251  -0.21
N: 3.009254 4.392166 -6.226375  0.40
N: 3.020106 6.819476 -5.370632  0.40
N: 6.271080 3.393010 -2.826469  0.42
N: 7.057186 5.389960 -1.446077  0.36
C: 5.260903 5.255055 -5.142920  -0.82
C: 6.075702 5.769114 -3.962950  -1.40
C: 1.852462 3.611954 -6.318926  -0.51
C: 1.701960 3.180842 -7.633916  -0.62
C: 2.781931 3.748536 -8.396014  -0.76
C: 3.566745 4.476580 -7.509056  -0.13
C: 2.063841 7.645232 -4.766125  -0.35
C: 2.024731 8.863619 -5.439910  -0.60
C: 2.987163 8.788171 -6.505100  -0.68
C: 3.569594 7.525632 -6.441636  -0.05
C: 5.668760 2.194734 -2.446401  -0.71
C: 6.234561 1.152805 -3.183783  -0.34
C: 7.268733 1.725396 -3.989593  -1.30
C: 7.260258 3.090030 -3.757621  0.03
C: 8.418810 5.276849 -1.742033  -0.12
C: 9.148941 5.869637 -0.720265  -0.63
C: 8.208325 6.409481 0.219288  -0.62
C: 6.934305 6.117907 -0.252435  -0.35
H: 5.461457 5.840106 -6.050282  0.38
H: 5.544024 4.221252 -5.373339  0.69
H: 7.147743 5.690045 -4.167323  0.39
H: 5.876612 6.835893 -3.809087  0.61
H: 1.258191 3.442782 -5.435341  0.36
H: 0.921808 2.523741 -8.001450  0.41
H: 2.978916 3.643634 -9.456484  0.44
H: 4.488116 5.009711 -7.684484  0.35
H: 1.493041 7.271526 -3.925222  0.26
H: 1.400634 9.715264 -5.203547  0.41
H: 3.225511 9.567202 -7.215914  0.43
H: 4.316639 7.079081 -7.075072  0.20
H: 4.955881 2.236112 -1.622422  0.71
H: 5.935663 0.114185 -3.185826  0.42
H: 7.935211 1.216895 -4.664791  0.46
H: 7.885888 3.853990 -4.180269  0.42
H: 8.754492 4.796767 -2.641287  0.23
H: 10.219586 5.896727 -0.650493  0.45
H: 8.430533 6.928688 1.136353  0.42
H: 5.939369 6.321941 0.118017  0.34
O: -1.154137 1.380034 3.052629  -0.73
C: -1.200430 0.177668 2.754780  0.26
N: -0.664689 -0.402638 1.617499  -0.28
S: -1.190580 -1.856156 1.216475  1.19
O: -2.257957 -1.836649 0.234807  -0.71
O: -0.168102 -2.866133 1.074025  -0.66
C: -1.875571 -2.092393 2.842506  0.43
C: -2.256430 -3.331117 3.338945  -0.54
C: -2.629087 -3.384560 4.687713  -0.42
C: -2.578991 -2.228268 5.485025  -0.44
C: -2.162844 -1.001593 4.939716  -0.43
C: -1.787772 -0.933220 3.588544  -0.13
H: -2.256423 -4.203898 2.679501  0.37
H: -2.954071 -4.337335 5.097876  0.36
H: -2.871612 -2.321115 6.536204  0.34
H: -2.092471 -0.112685 5.570507  0.42

Atomic forces in eV per Å
-0.5 -1.4 0.2
0.3 0.5 0.4
-0.3 -0.8 0.2
0.2 0.6 -0.1
0.4 0.2 0.0
-0.5 0.1 0.3
-0.5 0.8 -0.8
0.2 -1.2 1.0
0.0 -0.7 0.0
-1.8 -0.6 1.6
0.0 0.5 -0.6
-0.1 -0.3 -0.4
0.1 0.6 0.6
-0.2 -0.2 -0.2
0.2 0.0 -0.5
-0.3 -0.2 0.3
0.2 -0.6 0.4
0.5 0.3 0.1
-0.8 -0.8 -0.2
0.0 0.5 -0.1
0.4 0.2 -0.2
-0.1 0.4 -0.1
0.5 0.4 -0.7
1.2 1.1 -0.3
0.6 0.0 -0.7
0.3 1.4 -4.1
4.3 -1.1 -0.5
-0.7 -0.9 0.3
-0.2 0.4 1.1
-0.9 -0.5 0.0
-0.8 1.2 0.7
-0.2 -0.4 0.7
-0.6 0.7 0.2
0.5 -0.1 -1.3
0.3 0.6 0.8
0.3 0.4 1.4
-0.6 -0.6 -0.1
0.5 0.7 -0.8
0.4 -1.0 0.2
0.0 -1.2 0.7
-0.5 0.7 0.5
0.5 -0.2 -0.7
-0.3 0.9 0.6
-0.6 1.0 0.5
-0.3 -0.7 0.0
-0.2 0.5 0.9
-1.4 -0.2 -0.5
-0.9 -0.4 -0.6
1.2 -0.4 -0.4
-0.3 -0.1 0.5
-0.1 0.0 0.1
-0.2 -0.1 0.3
0.0 0.1 -0.1
0.0 -0.1 -0.1
0.1 0.2 0.1
-0.1 0.0 0.3
-0.2 -0.1 -0.1
0.0 0.2 -0.1
0.0 -0.2 0.0
0.0 -0.2 0.0
-0.1 0.2 0.0
0.3 -0.1 -0.6
0.1 0.1 0.3
0.0 -0.1 0.0
0.0 -0.1 -0.1
0.1 -0.1 0.1
0.1 0.0 0.0
0.0 0.0 0.0
0.2 0.1 0.2
0.0 -1.3 -0.2
0.7 -0.3 -1.1
0.4 1.7 -0.8
-1.2 0.9 2.2
0.6 0.0 -0.1
0.2 0.2 -0.5
-0.1 -1.3 -0.1
-0.3 0.5 0.4
0.1 0.2 -0.3
0.0 -0.2 -0.4
0.1 0.1 -0.1
-0.7 -0.6 1.0
0.0 0.3 0.4
0.1 0.2 0.1
0.2 0.2 -0.4
-0.1 -0.2 -0.2



no.,E_LUMO (eV),Kohn-Sham gap (eV),E_HOMO (Ha)
1,-5.01,5.60,-0.3898
2,-4.40,3.02,-0.2724